104
Properties=species:S:1:pos:R:3 method="wB97M-V/def2-TZVPD" relative_energy_kcal_mol=12.0 homo_ev=-12.63 molar_mass_da=1057.912 multiplicity=1 charge=+2
Hf -0.026 1.459 -0.317
N -1.867 1.078 -1.675
C -3.249 1.015 -1.252
C -3.962 2.206 -1.099
C -5.306 2.207 -0.735
C -5.961 0.975 -0.665
C -5.315 -0.233 -0.903
C -3.902 -0.255 -1.157
P -2.923 -1.776 -1.305
C -3.744 -2.634 -2.703
C -2.991 -3.140 -3.825
C -3.566 -3.861 -4.865
C -4.944 -4.204 -4.758
C -5.619 -3.769 -3.630
C -5.062 -3.014 -2.624
C -3.640 -2.664 0.091
C -3.796 -4.072 -0.027
C -4.033 -4.853 1.105
C -4.453 -4.247 2.275
C -4.503 -2.826 2.302
C -4.067 -2.064 1.284
H -1.651 0.153 -2.087
H -1.737 1.789 -2.415
H -3.472 3.177 -1.232
H -5.868 3.114 -0.523
H -7.020 0.930 -0.387
H -5.832 -1.140 -0.756
H -1.952 -2.881 -3.824
H -3.039 -4.221 -5.735
H -5.403 -4.917 -5.504
H -6.645 -4.142 -3.407
H -5.684 -2.825 -1.713
H -3.432 -4.558 -0.954
H -3.890 -5.945 0.995
H -4.835 -4.775 3.164
H -4.983 -2.338 3.149
H -4.045 -1.005 1.421
N 8.600 6.259 -0.524
C 7.565 5.661 -0.627
C 6.350 5.014 -0.744
C 5.616 4.671 0.457
C 4.325 4.100 0.310
C 3.778 3.966 -1.026
C 4.477 4.403 -2.160
C 5.781 4.901 -2.024
C 2.448 3.400 -1.204
C 2.259 2.250 -2.062
C 3.274 1.618 -2.802
C 2.710 0.456 -3.446
C 1.357 0.494 -3.131
N 1.092 1.477 -2.192
C 1.409 3.977 -0.423
C 1.438 5.040 0.578
C 0.112 5.307 0.968
C -0.695 4.438 0.249
N 0.007 3.557 -0.534
H 6.011 4.851 1.437
H 3.655 3.820 1.132
H 4.003 4.318 -3.161
H 6.413 5.184 -2.888
H 4.347 1.920 -2.874
H 3.149 -0.317 -4.052
H 0.487 -0.089 -3.458
H 2.320 5.576 0.980
H -0.206 6.139 1.575
H -1.810 4.340 0.280
Cl -1.465 1.823 8.048
C -1.147 1.499 6.372
C -1.254 0.256 5.703
C -0.974 0.159 4.368
C -0.582 1.306 3.630
C -0.416 2.505 4.281
C -0.605 2.596 5.672
C -0.471 1.285 2.137
O -1.368 0.906 1.342
O 0.657 1.733 1.650
H -1.470 -0.637 6.332
H -1.066 -0.781 3.866
H -0.120 3.446 3.727
H -0.294 3.465 6.214
O 0.622 -0.574 -0.028
S 1.215 -1.588 1.066
C 1.399 -2.978 -0.031
C 1.059 -4.220 0.478
C 1.541 -5.345 -0.169
C 2.225 -5.245 -1.354
C 2.463 -3.993 -1.916
C 2.100 -2.859 -1.190
C 2.967 -1.273 1.401
C 3.550 -2.141 2.366
C 4.876 -1.962 2.748
C 5.687 -0.985 2.161
C 5.141 -0.218 1.138
C 3.821 -0.420 0.734
H 0.486 -4.345 1.417
H 1.437 -6.284 0.306
H 2.576 -6.167 -1.841
H 2.959 -3.855 -2.868
H 2.437 -1.865 -1.538
H 2.958 -2.859 2.935
H 5.250 -2.626 3.505
H 6.709 -0.902 2.585
H 5.724 0.502 0.565
H 3.519 0.167 -0.154